Formula: C25H59BiGeO9P3SbSe4Te
Source: the Open Molecules 2025 dataset
Level of theory: wB97M-V/def2-TZVPD

Atoms and positions in Å:
Bi (-1.48, -0.76, 0.48)
C (1.75, 5.06, 0.18)
C (0.38, 5.35, 0.76)
C (0.44, 5.98, 2.14)
O (-0.44, 4.15, 0.73)
P (-0.49, 2.86, 1.64)
O (-1.59, 2.00, 1.19)
C (1.21, 2.26, 1.96)
P (1.07, 0.81, 3.10)
O (-0.24, 0.17, 3.05)
O (1.25, 1.46, 4.54)
C (2.51, 1.75, 5.19)
C (2.96, 0.53, 5.99)
C (2.27, 2.96, 6.06)
O (2.33, -0.12, 2.92)
C (3.38, -0.09, 1.90)
C (4.35, 1.06, 2.12)
C (4.07, -1.43, 1.97)
O (-0.74, 3.36, 3.14)
C (-2.05, 3.24, 3.75)
C (-2.94, 4.38, 3.30)
C (-1.83, 3.20, 5.24)
H (2.21, 6.00, -0.15)
H (1.67, 4.41, -0.69)
H (2.42, 4.60, 0.90)
H (-0.16, 6.01, 0.09)
H (0.94, 5.33, 2.86)
H (-0.56, 6.20, 2.52)
H (1.01, 6.91, 2.07)
H (1.66, 3.07, 2.53)
H (1.79, 2.05, 1.07)
H (3.26, 1.99, 4.43)
H (2.14, 0.20, 6.62)
H (3.81, 0.78, 6.61)
H (3.23, -0.29, 5.32)
H (1.43, 2.78, 6.74)
H (2.03, 3.84, 5.45)
H (3.16, 3.18, 6.65)
H (2.89, 0.01, 0.93)
H (4.88, 0.93, 3.07)
H (3.86, 2.03, 2.13)
H (5.08, 1.06, 1.32)
H (4.58, -1.55, 2.93)
H (4.79, -1.52, 1.16)
H (3.34, -2.24, 1.87)
H (-2.49, 2.29, 3.42)
H (-2.54, 5.34, 3.62)
H (-3.94, 4.25, 3.73)
H (-3.04, 4.38, 2.21)
H (-1.39, 4.13, 5.59)
H (-1.16, 2.38, 5.49)
H (-2.78, 3.04, 5.75)
Se (3.78, -0.80, -6.43)
Sb (1.58, -0.09, -6.11)
Se (-0.95, -2.01, -1.71)
Se (0.79, 1.02, -3.63)
Se (1.74, 2.44, -5.35)
C (-3.23, -3.94, 4.04)
C (-1.84, -4.00, 3.41)
C (-0.91, -2.90, 3.91)
C (0.47, -2.98, 3.25)
Ge (0.32, -2.57, 1.31)
C (1.44, -3.65, 0.10)
C (2.60, -4.59, 0.46)
C (2.52, -5.33, 1.79)
C (3.63, -6.36, 1.92)
H (-3.86, -4.75, 3.67)
H (-3.72, -3.00, 3.81)
H (-3.16, -4.04, 5.12)
H (-1.94, -3.93, 2.32)
H (-1.38, -4.97, 3.61)
H (-0.82, -2.98, 4.99)
H (-1.35, -1.92, 3.70)
H (0.89, -3.97, 3.40)
H (1.16, -2.25, 3.69)
H (0.62, -0.63, 0.83)
H (1.73, -2.97, -0.71)
H (0.63, -4.23, -0.35)
H (3.54, -4.04, 0.43)
H (2.65, -5.33, -0.34)
H (1.54, -5.82, 1.88)
H (2.60, -4.62, 2.61)
H (3.57, -7.11, 1.12)
H (3.58, -6.89, 2.87)
H (4.61, -5.88, 1.85)
C (-2.93, 5.54, -1.52)
C (-2.40, 4.24, -2.08)
O (-2.88, 3.17, -1.25)
P (-2.49, 1.67, -1.57)
O (-3.31, 0.72, -0.77)
Te (-0.04, 1.41, -1.24)
O (-2.72, 1.47, -3.12)
C (-3.99, 1.03, -3.64)
C (-5.11, 2.02, -3.38)
H (-2.57, 6.37, -2.12)
H (-2.60, 5.67, -0.49)
H (-4.02, 5.54, -1.53)
H (-1.31, 4.23, -2.09)
H (-2.73, 4.08, -3.11)
H (-4.22, 0.06, -3.20)
H (-3.81, 0.91, -4.71)
H (-5.22, 2.20, -2.31)
H (-6.04, 1.61, -3.75)
H (-4.92, 2.98, -3.87)

Total energy ... -15094.91175 a.u.
Multiplicity ... 1
Gap between HOMO and LUMO (alpha / beta) ... 4.339 / 4.340 eV
Energy relative to the best compared isomer or geometry (same formula, charge and spin) ... 579.5 kJ/mol

Formula: C25H60F3O19SV2
Source: the Open Molecules 2025 dataset
Level of theory: wB97M-V/def2-TZVPD

Atoms and positions in Å:
O (1.97, -2.65, 2.65)
V (2.83, -2.41, 1.34)
O (2.81, -3.85, 0.56)
O (-0.55, -4.66, 2.87)
V (-1.88, -4.24, 2.05)
O (-2.28, -5.33, 0.93)
C (-1.23, -0.85, -1.14)
F (-1.12, -1.71, -2.09)
F (-0.40, 0.10, -1.51)
F (-2.52, -0.41, -1.04)
S (-0.50, -1.52, 0.52)
O (-0.85, -0.64, 1.62)
O (-1.06, -2.87, 0.70)
O (0.99, -1.67, 0.31)
C (1.99, 0.76, 2.89)
O (2.59, 0.01, 1.84)
C (2.86, 0.74, 0.64)
C (3.97, 0.28, -0.23)
O (3.92, -1.14, -0.34)
C (5.04, -1.67, -1.02)
H (1.91, 0.25, 3.85)
H (1.11, 1.29, 2.54)
H (2.55, 1.62, 3.25)
H (3.16, 1.76, 0.89)
H (1.96, 0.89, 0.04)
H (4.91, 0.54, 0.27)
H (3.93, 0.76, -1.20)
H (5.11, -2.76, -1.00)
H (5.98, -1.33, -0.59)
H (5.09, -1.30, -2.04)
C (3.05, 2.86, 5.84)
O (1.82, 3.44, 5.41)
C (0.69, 3.39, 6.32)
C (0.09, 2.01, 6.79)
O (-0.20, 1.00, 5.77)
C (-0.94, 1.47, 4.65)
H (3.72, 3.49, 6.42)
H (3.54, 2.68, 4.89)
H (2.93, 1.91, 6.37)
H (-0.12, 4.01, 5.95)
H (0.99, 3.90, 7.24)
H (-0.89, 2.07, 7.27)
H (0.76, 1.54, 7.51)
H (-2.00, 1.67, 4.78)
H (-0.96, 0.73, 3.86)
H (-0.62, 2.43, 4.25)
C (2.40, 5.60, 0.98)
O (1.34, 4.89, 0.34)
C (0.20, 4.49, 1.14)
C (-0.96, 4.07, 0.27)
O (-2.24, 3.83, 0.94)
C (-2.26, 2.76, 1.89)
H (2.49, 5.18, 1.98)
H (2.31, 6.68, 1.07)
H (3.33, 5.46, 0.43)
H (-0.06, 5.20, 1.92)
H (0.57, 3.70, 1.80)
H (-0.57, 3.33, -0.43)
H (-1.08, 4.96, -0.35)
H (-1.41, 2.09, 1.85)
H (-3.18, 2.19, 1.76)
H (-2.37, 3.05, 2.93)
C (3.03, -4.19, -4.04)
O (3.05, -2.84, -4.57)
C (1.79, -2.11, -4.25)
C (1.93, -0.58, -4.56)
O (3.11, -0.17, -3.94)
C (3.59, 1.12, -4.13)
H (3.11, -4.10, -2.95)
H (3.97, -4.63, -4.36)
H (2.22, -4.87, -4.31)
H (1.47, -2.17, -3.21)
H (0.97, -2.53, -4.82)
H (1.00, -0.10, -4.27)
H (2.07, -0.47, -5.63)
H (2.76, 1.81, -4.25)
H (4.20, 1.16, -5.03)
H (4.13, 1.41, -3.22)
C (-1.64, -2.42, 4.76)
O (-2.18, -2.42, 3.45)
C (-3.49, -1.87, 3.56)
C (-4.09, -1.89, 2.18)
O (-3.80, -3.21, 1.72)
C (-4.90, -4.06, 1.57)
H (-1.18, -3.34, 5.14)
H (-2.15, -1.92, 5.58)
H (-0.76, -1.79, 4.66)
H (-3.46, -0.85, 3.96)
H (-4.07, -2.28, 4.39)
H (-3.66, -1.13, 1.53)
H (-5.17, -1.71, 2.12)
H (-4.71, -5.13, 1.55)
H (-5.57, -3.71, 0.78)
H (-5.54, -3.85, 2.43)
C (-4.68, 0.01, -7.94)
O (-3.33, 0.23, -8.18)
C (-2.54, -1.02, -8.29)
C (-2.31, -1.53, -6.79)
O (-1.57, -0.52, -6.03)
C (-2.38, 0.05, -5.02)
H (-5.07, -0.36, -8.89)
H (-5.22, 0.87, -7.53)
H (-4.76, -0.83, -7.25)
H (-1.58, -0.79, -8.76)
H (-2.89, -1.81, -8.95)
H (-1.49, -2.23, -6.94)
H (-3.19, -2.04, -6.38)
H (-2.59, -0.61, -4.19)
H (-3.29, 0.49, -5.45)
H (-1.77, 0.88, -4.67)

Total energy ... -5002.91412 a.u.
Total charge ... +2
Multiplicity ... 2
Gap between HOMO and LUMO (alpha / beta) ... 7.268 / 2.609 eV